[1]
DFT (ωB97M-V/def2-TZVPD) results for a molecular structure, C10H13KNO3SSb.

For the lowest unoccupied orbital energy, the calculation gives -0.761 eV. As for the charge: 0. The largest force on an atom comes out at 0.31 eV Å⁻¹. As for the HOMO energy: -8.41 eV. The HOMO-LUMO gap is 0.281 hartree.

The geometry in XYZ format:
```
30
C10H13KNO3SSb, DFT ωB97M-V/def2-TZVPD
O 0.09 0.02 2.45
H -0.22 -2.86 -3.65
C 3.62 3.71 2.75
S 1.54 1.48 5.48
C -1.05 -2.16 -3.53
C 2.28 2.28 4.06
C 3.06 3.15 1.60
H -2.82 0.60 -2.65
H -0.37 -0.20 -6.06
H 1.69 1.74 0.77
Sb -0.30 -0.17 -3.33
K -0.37 -0.34 0.18
C 0.38 0.10 -5.33
H 3.65 3.70 4.91
H 3.39 3.51 0.64
C 2.10 2.15 1.69
O 2.55 0.75 6.19
C 1.71 1.71 2.94
H 1.28 -0.50 -5.47
H -1.71 -2.24 -4.40
C -2.21 0.78 -3.54
N 0.57 0.48 4.63
H -2.09 1.85 -3.66
O 0.77 2.44 6.23
C 3.23 3.28 4.01
H 0.64 1.14 -5.48
H -1.61 -2.45 -2.65
C 0.70 0.65 3.34
H 4.36 4.49 2.65
H -2.74 0.39 -4.40
```

[2]
DFT (ωB97M-V/def2-TZVPD) results for a gas-phase ion, C10H13N2 (charge +1) in a non-equilibrium geometry.

For the lowest unoccupied orbital energy, the calculation gives -4.729 eV. The SMILES is CC(C)C1=NCc2cccc[n+]21. As for the charge: +1. The largest force on an atom comes out at 4.41 eV Å⁻¹. As for the HOMO energy: -14.59 eV. The relative energy (zero: lowest compared OMol25 entry of this formula, charge and spin) comes out at 43.48 kcal per mole. The HOMO-LUMO gap is 0.362 hartree.

The geometry in XYZ format:
```
25
C10H13N2, DFT ωB97M-V/def2-TZVPD
H 1.07 -3.05 -0.66
C 2.45 1.57 -0.12
H -3.89 0.38 -0.77
H 4.38 0.92 0.14
N 0.77 -0.04 -0.15
H -1.48 1.95 1.50
H -1.53 1.21 -1.00
H 0.15 1.89 -0.47
C 0.82 -2.30 0.04
H 3.85 -1.45 0.02
C 3.40 0.58 0.17
C -0.58 -0.54 -0.09
C -2.91 -0.36 -0.78
H 2.84 2.60 -0.16
H -3.02 1.79 1.01
C -1.78 0.46 -0.24
H 0.81 -2.81 1.00
H -2.95 -0.55 -1.87
H -2.39 0.34 1.77
C 1.11 1.25 -0.26
C 1.68 -1.07 0.00
C 3.05 -0.77 0.12
C -2.13 1.16 1.06
N -0.59 -1.82 -0.04
H -3.12 -1.34 -0.22
```

[3]
DFT (ωB97M-V/def2-TZVPD) results for a gas-phase ion, C10H13N2O (charge +1) in a non-equilibrium geometry.

For the lowest unoccupied orbital energy, the calculation gives -5.263 eV. The SMILES is CC1=[NH+]/C(=C/C=C\C=C(/C)O)N=C1. As for the charge: +1. The largest force on an atom comes out at 4.75 eV Å⁻¹. As for the HOMO energy: -11.57 eV. The relative energy (zero: lowest compared OMol25 entry of this formula, charge and spin) comes out at 91.21 kcal per mole. The HOMO-LUMO gap is 0.232 hartree.

The geometry in XYZ format:
```
26
C10H13N2O, DFT ωB97M-V/def2-TZVPD
C -2.95 -0.43 -0.83
H -0.94 -1.84 -1.88
C 2.14 1.21 1.20
H -0.67 -0.65 -3.31
C 1.02 1.89 0.81
C -0.85 -0.82 -2.25
H -0.01 -0.29 -1.69
N 1.73 -0.10 1.17
C -0.28 -1.38 0.97
H -3.81 -1.07 0.84
H 2.24 -0.96 1.40
H 2.98 2.55 2.56
H 0.42 -2.11 1.35
C -2.83 -1.13 0.37
H 0.77 2.91 0.81
C -2.12 -0.33 -2.00
H 3.81 2.47 1.09
C 3.30 1.80 1.81
H -3.94 0.03 -1.01
H -1.75 -2.71 1.35
N -0.08 1.11 0.48
C 0.37 -0.11 0.75
O -2.63 0.34 -3.01
H 3.97 0.92 2.08
C -1.57 -1.77 0.79
H -3.47 0.93 -2.80
```

[4]
DFT (ωB97M-V/def2-TZVPD) results for a molecular structure, C10H13N2O5PdS in a non-equilibrium geometry.

For the lowest unoccupied orbital energy (spin up / spin down), the calculation gives -3.368 / -5.921 eV. As for the charge: +1. The largest force on an atom comes out at 4.34 eV Å⁻¹. As for the HOMO energy (spin up / spin down): -10.87 / -12.87 eV. As for the spin multiplicity: 3. The relative energy (zero: lowest compared OMol25 entry of this formula, charge and spin) comes out at 0.00 kcal per mole. The HOMO-LUMO gap (spin up / spin down) is 0.276 / 0.255 hartree.

The geometry in XYZ format:
```
32
C10H13N2O5PdS, DFT ωB97M-V/def2-TZVPD
C -0.87 -1.59 0.41
H 0.72 5.21 -2.98
H -0.08 5.59 -1.46
H 2.92 3.73 2.02
O -1.58 -2.45 0.72
C 2.73 3.00 1.22
Pd 0.41 -0.06 0.37
S 1.79 1.29 -1.09
O 2.78 -2.30 -2.02
H 1.68 5.36 -1.49
C -0.94 1.30 0.92
C -0.02 2.84 -2.80
C 0.82 4.57 0.96
H 0.75 2.28 -3.35
H 0.92 4.48 2.04
H -1.72 0.76 0.31
O -3.84 0.23 -3.23
C 2.35 -1.78 -1.10
H 3.64 2.82 0.64
H -0.77 2.12 -2.45
O -0.98 2.26 1.62
N 1.70 3.58 0.33
N 0.54 3.58 -1.69
H 1.12 5.59 0.66
H -0.23 4.41 0.69
C 1.69 -0.38 1.82
O 2.43 -0.52 2.68
H -0.51 3.56 -3.46
C 0.73 5.01 -1.90
C 1.30 2.92 -0.78
H 2.41 2.05 1.65
C -3.61 1.01 -2.43
```

[5]
DFT (ωB97M-V/def2-TZVPD) results for a molecular structure, C10H13N2O6Zn in a non-equilibrium geometry.

For the lowest unoccupied orbital energy (spin up / spin down), the calculation gives -4.285 / -4.285 eV. As for the charge: +1. The largest force on an atom comes out at 9.42 eV Å⁻¹. As for the HOMO energy (spin up / spin down): -10.55 / -10.55 eV. The relative energy (zero: lowest compared OMol25 entry of this formula, charge and spin) comes out at 64.15 kcal per mole. The HOMO-LUMO gap (spin up / spin down) is 0.230 / 0.230 hartree.

The geometry in XYZ format:
```
32
C10H13N2O6Zn, DFT ωB97M-V/def2-TZVPD
O -1.69 2.66 -1.98
C -1.65 -0.71 2.58
C 1.79 3.13 -2.07
C 2.74 0.96 -0.94
C -0.65 2.27 -1.71
H -0.78 -1.00 3.20
H 0.50 -2.17 -1.70
O 3.79 0.53 -0.75
H -2.35 -1.54 2.37
C 1.16 0.86 -3.25
N -0.08 -1.97 0.32
O 2.28 4.06 -2.54
C -0.35 -0.61 0.39
O 0.30 0.11 -0.42
H -0.37 -2.87 2.23
H -2.83 1.30 1.35
C 0.92 2.31 0.45
C -0.67 -3.00 1.17
O 0.34 1.04 -4.11
C 0.87 -2.43 -0.69
H 1.86 -1.96 -0.51
H 1.03 -3.53 -0.66
H -1.77 -3.04 1.03
H -1.37 1.92 2.19
N -1.20 -0.03 1.37
C -1.72 1.33 1.32
H -2.24 -0.04 3.25
H -0.31 -4.02 0.92
H -1.49 1.84 0.41
O 0.85 2.74 1.52
H 2.06 0.25 -3.47
Zn 1.04 1.63 -1.27
```

[6]
DFT (ωB97M-V/def2-TZVPD) results for C10H13N2OP in the gas phase in a non-equilibrium geometry.

For the lowest unoccupied orbital energy, the calculation gives 0.808 eV. The SMILES is O=P(c1ccccc1)(N1CC1)N1CC1. As for the charge: 0. The largest force on an atom comes out at 4.23 eV Å⁻¹. As for the HOMO energy: -9.08 eV. The relative energy (zero: lowest compared OMol25 entry of this formula, charge and spin) comes out at 28.93 kcal per mole. The HOMO-LUMO gap is 0.363 hartree.

The geometry in XYZ format:
```
27
C10H13N2OP, DFT ωB97M-V/def2-TZVPD
C 2.65 -1.02 1.05
H -0.10 3.41 -0.62
H 2.99 -1.44 1.94
C -1.03 3.00 -0.13
H 3.96 -0.19 -1.97
H 0.09 2.12 1.44
O -1.12 0.06 -2.14
H -3.63 -1.12 1.25
N -1.57 -1.16 0.43
C 0.97 -0.19 -0.34
C 1.29 -0.86 0.81
H -1.65 2.49 1.99
C -0.93 2.32 1.20
H 4.59 -1.11 0.13
C 1.92 0.02 -1.32
H -1.86 3.65 -0.27
H -2.18 -2.66 -1.31
H 0.59 -1.15 1.63
C 3.17 -0.42 -1.18
C -2.19 -2.28 -0.18
H -3.31 -0.45 -0.43
P -0.82 0.20 -0.71
C 3.56 -0.81 0.04
C -3.01 -1.15 0.36
N -1.49 1.60 0.06
H -2.29 -3.18 0.47
H 1.40 0.33 -2.21
```

[7]
DFT (ωB97M-V/def2-TZVPD) results for a gas-phase ion, C10H13N2OS (charge +1) in a non-equilibrium geometry.

For the lowest unoccupied orbital energy, the calculation gives -3.157 eV. The SMILES is [H]/N=C/S[C@@]1(C)[NH2+]COc2ccccc21. As for the charge: +1. The largest force on an atom comes out at 5.17 eV Å⁻¹. As for the HOMO energy: -12.77 eV. The relative energy (zero: lowest compared OMol25 entry of this formula, charge and spin) comes out at 76.05 kcal per mole. The HOMO-LUMO gap is 0.353 hartree.

The geometry in XYZ format:
```
27
C10H13N2OS, DFT ωB97M-V/def2-TZVPD
H 2.12 -0.70 -1.86
N 1.17 -0.73 -1.41
N 0.23 -3.63 1.89
H 0.39 1.24 -2.14
C -2.64 0.67 -0.37
H 0.07 0.52 2.40
C 0.23 0.15 -2.24
C -1.32 0.39 -0.63
H 1.75 1.62 1.09
H 0.91 -1.64 -1.57
H 2.98 0.63 0.17
H 1.83 1.72 -0.65
S 1.69 -1.75 1.10
H -3.37 0.53 -1.15
H -0.54 -4.28 1.79
C 1.97 1.03 0.08
H -0.57 -2.36 0.32
C -0.31 0.30 0.36
C 1.06 -0.17 0.02
O -1.06 -0.16 -1.87
C -2.97 1.28 0.88
H -2.34 1.77 2.85
C 0.18 -2.65 1.13
H 0.40 -0.06 -3.21
H -3.91 1.55 1.30
C -0.71 0.71 1.61
C -2.00 1.32 1.84
```

[8]
DFT (ωB97M-V/def2-TZVPD) results for C10H13N3O2S in the gas phase in a non-equilibrium geometry.

For the lowest unoccupied orbital energy, the calculation gives 0.556 eV. The SMILES is CC(C)Cc1csc(N2CC(=O)NC2=O)n1. As for the charge: 0. The largest force on an atom comes out at 5.49 eV Å⁻¹. As for the HOMO energy: -8.60 eV. The relative energy (zero: lowest compared OMol25 entry of this formula, charge and spin) comes out at 39.69 kcal per mole. The HOMO-LUMO gap is 0.336 hartree.

The geometry in XYZ format:
```
29
C10H13N3O2S, DFT ωB97M-V/def2-TZVPD
C -0.38 2.31 2.79
H 0.28 1.43 -3.45
H -0.59 0.01 -0.74
S 2.21 -1.05 2.45
H 3.02 -1.60 -0.04
C 2.50 -0.94 0.69
O -0.08 -0.47 4.83
C 1.24 0.41 2.31
H -0.08 -1.71 -1.07
N -1.06 1.41 4.87
C 1.18 -0.18 -2.18
H -1.79 0.94 5.27
H 1.76 0.46 -4.23
H 1.72 -1.06 -2.44
C -1.39 2.32 3.92
C 1.90 0.21 0.14
C 2.03 0.78 -1.23
H 0.36 3.11 2.76
H 1.62 1.82 -1.29
N 0.41 1.13 3.19
O -2.34 3.07 4.15
H -1.07 -0.94 -2.09
C 0.84 0.46 -3.58
H -0.89 2.22 1.85
H 3.09 0.64 -1.46
C -0.16 0.60 4.35
N 1.12 0.85 1.08
H 0.04 -0.22 -4.03
C -0.16 -0.66 -1.48
```

Which of these has the lowest largest force on an atom?
C10H13KNO3SSb